Density functional theory data (ωB97M-V/def2-TZVPD) for a structure of composition C20H28NO2SeTb in a non-equilibrium geometry.

The geometry in XYZ format:
```
53
C20H28NO2SeTb | the Open Molecules 2025 dataset | ωB97M-V/def2-TZVPD
Tb 0.7998 0.6414 0.2399
Se 2.8272 -2.9610 3.7304
O -1.4429 1.5083 -0.3628
O -1.1401 -2.0872 0.4514
N 1.3634 -1.2239 1.8118
C -2.1582 3.9269 -0.0707
C 2.2902 -1.9898 -1.2703
C 1.9103 -1.9048 2.6426
C -1.0252 -4.4855 0.9086
C -3.5368 2.1297 -1.0911
C -1.3044 -2.7897 -0.7864
C 2.6469 1.3544 1.9115
C 2.6807 2.2570 0.8221
C 3.7125 -0.3958 -0.4344
C 0.6036 2.3724 1.8189
C -2.1337 2.7210 -1.0014
C -0.7459 -4.2127 -0.6015
C 1.4018 2.8855 0.7298
C 3.2009 -1.7030 -0.2237
C 2.2514 -0.8748 -2.1579
C 1.3608 1.4009 2.5292
C 3.1229 0.1283 -1.6214
C -1.5798 3.0091 -2.3881
C -2.9125 0.9357 -0.4077
C -1.3318 -3.0799 1.5129
H 1.1190 3.6903 0.0446
H -2.5629 4.8077 -0.6040
H 4.4724 0.1044 0.1775
H -0.1208 -4.9162 1.3697
H 3.4755 0.7190 2.2453
H -1.8695 -5.1691 1.1187
H 3.5274 2.4370 0.1619
H -0.5103 3.2334 -2.2918
H -4.2625 2.7179 -0.4851
H -1.1553 4.1400 0.2958
H -2.9328 0.0110 -1.0157
H -2.3915 -2.9620 -0.9988
H 1.0161 0.8421 3.4041
H -0.4159 2.6584 2.0754
H -1.7664 2.1580 -3.0413
H -2.7868 3.6832 0.7948
H -2.4156 -3.0654 1.7674
H -3.8769 2.0772 -2.1293
H -3.2863 0.7756 0.6037
H 3.3460 1.0914 -2.0869
H 0.3095 -4.2265 -0.8191
H -2.0782 3.8886 -2.8140
H -0.7840 -2.3032 -1.6158
H 1.7021 -0.8013 -3.1053
H 1.8076 -2.9626 -1.4273
H -1.2906 -4.9251 -1.2024
H 3.5921 -2.4413 0.4945
H -0.7225 -2.8250 2.3917
```

Summary:
electronic energy = -114557.62087 eV
⟨S²⟩ = 12.71
Kohn-Sham gap (alpha / beta) = 6.7 / 6.7 eV
spin multiplicity = 7
charge = 0

Density functional theory data (ωB97M-V/def2-TZVPD) for a structure of composition C20H29BrCl3HoN6O2S4Si in a non-equilibrium geometry.

The geometry in XYZ format:
```
67
C20H29BrCl3HoN6O2S4Si | the Open Molecules 2025 dataset | ωB97M-V/def2-TZVPD
Ho -1.2161 0.8640 -0.1865
Br 4.9470 4.4025 -1.9303
Cl -2.0274 3.5277 -3.9170
Cl -3.4221 1.6034 -1.6848
Cl -0.9192 3.3939 -0.5091
S 1.0464 -2.0269 1.1436
S -1.8830 -0.8303 2.4741
S 0.4733 -2.4498 -2.2029
S 4.3526 -2.6467 -0.4237
Si -2.4336 1.5082 -3.6431
O 0.9343 0.9790 -0.6228
O -0.4807 0.8868 -2.3118
N 2.1073 3.2383 -4.6601
N -2.8469 1.9571 1.5905
N -0.1320 1.7224 2.1400
N -3.2826 -2.8434 -1.8760
N -2.3260 -1.0357 -0.5564
N -4.6915 -3.1073 -3.9158
C 2.6405 2.7449 -1.9680
C -0.8299 -0.0692 3.7459
C 3.4427 3.5782 -2.7097
C 1.5466 2.1686 -2.5953
C 0.1081 -3.4181 0.4670
C 3.2977 -2.7060 -1.9036
C 3.1421 3.8139 -4.0423
C 0.6311 1.3125 -1.8083
C 2.5304 -2.8290 1.7744
C 0.2981 0.7902 3.1825
C -3.9518 1.0505 1.9161
C 3.4166 -3.5985 0.8008
C -2.8125 -1.8479 -1.2628
C -3.5161 -0.1064 2.8208
C 2.1139 -1.7225 -1.9512
C 0.3944 -3.7873 -0.9976
C -2.3195 2.6984 2.7483
C 1.3284 2.4301 -3.9386
C -0.8147 2.9173 2.6435
C -4.0326 -2.9410 -2.9748
H -4.2300 -0.9203 2.7052
H 0.5071 1.9590 -4.4617
H 3.0987 -2.0063 2.2089
H 2.8358 2.5437 -0.9248
H 2.2304 -3.5015 2.5840
H 1.0428 0.1375 2.7475
H 1.3088 -4.3680 -1.0788
H -0.4186 -4.4140 -1.3703
H -4.3357 0.6526 0.9804
H -2.5568 2.1350 3.6491
H 4.1834 -4.0950 1.3956
H -2.8104 3.6659 2.8434
H 2.0896 -1.1097 -1.0616
H 3.9950 -2.4871 -2.7121
H -3.1702 2.6326 0.9113
H -4.7764 1.5698 2.4152
H 0.7650 1.3212 4.0167
H 2.2147 -1.0566 -2.8132
H 2.9876 -3.7400 -2.0445
H 3.7568 4.4861 -4.6314
H -0.4212 3.2105 3.6214
H 2.8659 -4.3776 0.2777
H -0.6281 3.7194 1.9463
H 0.6960 2.0232 1.6419
H -0.3890 -0.8821 4.3201
H -0.9267 -3.1028 0.5760
H -3.5230 0.1739 3.8736
H 0.2710 -4.2877 1.1107
H -1.4758 0.4963 4.4181
```

Summary:
electronic energy = -218879.84107 eV
⟨S²⟩ = 6.00
Kohn-Sham gap (alpha / beta) = 8.2 / 8.2 eV
relative energy (zero: lowest compared OMol25 entry of this formula, charge and spin) = 0.507 eV
spin multiplicity = 5
charge = 0

Density functional theory data (ωB97M-V/def2-TZVPD) for a structure of composition C20H29BrN6O2Rh.

The geometry in XYZ format:
```
59
C20H29BrN6O2Rh | the Open Molecules 2025 dataset | ωB97M-V/def2-TZVPD
Rh -0.0855 2.0938 -0.1079
Br -6.3051 -1.9944 0.3731
O -0.4731 -0.4729 -0.1460
O -2.3330 1.4061 -0.0172
N 0.0113 -3.4099 0.4195
N 0.6964 1.9021 -2.2661
N 2.1701 2.7605 -0.0149
N -1.6966 -4.5753 -0.4725
N -0.2039 4.3989 -0.0485
N 0.5330 1.6986 2.0562
C 0.4463 -4.7286 0.2826
C -0.6759 -5.4080 -0.3088
C -3.5484 -2.5677 0.1279
C 2.2243 4.2029 -0.3425
C -1.7961 -0.8993 0.0032
C 1.6532 -6.7429 0.2480
C 0.5672 -7.4383 -0.3515
C 2.1823 1.9695 -2.3831
C 1.6116 -5.3656 0.5678
C 1.1121 4.9597 0.3528
C 1.9779 1.3664 2.0250
C -2.7622 0.0942 0.0747
C -3.3663 2.4246 -0.0228
C 2.7207 2.4928 1.3360
C -0.5968 -6.7997 -0.6383
C 2.8493 1.9149 -1.0164
C -2.1867 -2.2425 0.0429
C -4.1012 -0.2372 0.2059
C -4.4890 -1.5692 0.2270
C -1.2860 -3.3844 0.0014
H 1.1856 6.0187 0.1075
H 0.3877 2.5224 2.6348
H 0.2827 2.6669 -2.7907
H -3.8996 2.4279 0.9257
H 2.6311 3.3962 1.9406
H 2.1085 4.3249 -1.4199
H 3.9040 2.1913 -1.1147
H 1.1936 4.8788 1.4361
H -1.4420 -7.3023 -1.0888
H 0.4521 -2.7200 1.0068
H -0.9268 4.7599 0.5677
H 2.4641 -4.8740 1.0161
H 2.0942 0.4302 1.4783
H 2.3863 1.2222 3.0252
H 3.7869 2.2601 1.2786
H -4.0538 2.2600 -0.8497
H 2.5603 -7.2918 0.4692
H 2.5518 1.1385 -2.9799
H 3.1958 4.6285 -0.0764
H 0.3360 1.0622 -2.7066
H 0.6770 -8.4904 -0.5767
H -2.8571 3.3720 -0.1624
H 2.8180 0.8896 -0.6405
H -0.4483 4.7423 -0.9744
H -4.8646 0.5238 0.2731
H 2.4573 2.8743 -2.9194
H -3.8417 -3.6071 0.1296
H 0.0120 -1.1077 -0.6892
H -0.0010 0.9532 2.4924
```

Summary:
electronic energy = -107270.62554 eV
⟨S²⟩ = 6.03
Kohn-Sham gap (alpha / beta) = 8.1 / 5.2 eV
spin multiplicity = 5
charge = +3

Density functional theory data (ωB97M-V/def2-TZVPD) for a cluster of 2 separate species, C20H29ClFN2O4 in total in a non-equilibrium geometry.

The geometry in XYZ format:
```
57
C20H29ClFN2O4 | the Open Molecules 2025 dataset | ωB97M-V/def2-TZVPD
Cl 8.1378 12.2714 9.6343
F 6.0528 4.8909 3.8984
O 4.6713 3.3728 5.7057
O 4.8870 7.0340 3.1669
O 2.7913 6.1903 3.2321
O 3.2644 5.1346 5.5898
N 7.2764 10.9335 7.4563
N 5.7406 9.1049 6.5732
C 5.5412 2.3807 2.8013
C 2.6912 4.5765 6.7825
C 4.7247 4.6622 3.6397
C 1.3703 5.1818 7.1814
C 5.7736 11.2535 7.7522
C 6.9804 2.7644 0.9100
C 0.8340 7.5904 3.6539
C 7.6266 9.5541 8.0830
C 6.5125 9.6626 5.4482
C 6.7491 2.1427 2.1395
C 6.6807 8.5100 7.5448
C 7.4342 10.7789 5.9358
C 4.8375 3.5754 2.5023
C 4.1269 6.0937 3.2913
C 8.2028 12.0151 7.8818
C 4.8567 3.9440 1.1398
C 4.1702 4.2786 5.0612
C 2.2118 7.5331 3.0287
C 4.9092 10.1317 7.2212
C 5.9878 3.5973 0.3825
H 5.5578 12.2020 7.2336
H 0.2419 8.3972 3.2067
H 3.4434 4.7315 7.5552
H 6.0739 8.0369 8.3280
H 9.2084 11.6959 7.5973
H 5.1983 1.6250 3.5217
H 7.1191 8.8462 5.0336
H 1.1003 4.7184 8.1388
H 4.3546 9.6304 8.0285
H 2.1504 7.6445 1.9409
H 0.5633 4.9242 6.4841
H 2.5574 3.5071 6.6130
H 7.8909 12.9276 7.3652
H 6.0977 3.9869 -0.6288
H 5.7232 11.3365 8.8441
H 2.8931 8.2781 3.4639
H 1.3957 6.2611 7.3683
H 7.1748 11.7533 5.4853
H 8.4973 10.5322 5.7716
H 7.4662 1.4468 2.5810
H 4.2060 10.5124 6.4677
H 5.8156 10.0345 4.6832
H 8.6632 9.3466 7.7881
H 7.9236 2.5964 0.3909
H 0.2771 6.6562 3.5160
H 7.5299 9.6981 9.1610
H 7.2446 7.7532 6.9898
H 4.0039 4.4256 0.6509
H 0.9203 7.8122 4.7256
```

Summary:
electronic energy = -47611.45700 eV
Kohn-Sham gap = 7.8 eV
relative energy (zero: lowest compared OMol25 entry of this formula, charge and spin) = 0.945 eV
spin multiplicity = 1
charge = +1